C6H10N3O5P | the ωB97M-V functional and the def2-TZVPD basis

For the strongest force on any atom, the calculation gives 4.55 eV Å⁻¹. Its LUMO energy is 0.57 eV. The SMILES is NP(=O)(N1CCOC1=O)N1CCOC1=O.

XYZ file:
```
25
C6H10N3O5P, DFT the ωB97M-V functional and the def2-TZVPD basis
N 0.7551 2.2136 1.1447
P 0.4786 1.2101 -0.1285
O 0.3295 1.8217 -1.4585
N -1.2548 0.0956 0.4245
C -2.5473 0.6161 0.7739
C -3.3507 0.4553 -0.5105
O -2.5575 -0.4225 -1.3107
C -1.3631 -0.6643 -0.7338
O -0.5449 -1.3285 -1.2789
N 1.7290 0.0811 0.0391
C 2.4065 -0.6623 -1.0115
C 2.4537 -2.0457 -0.4025
O 2.0731 -1.9102 0.9745
C 1.5959 -0.6928 1.1846
O 1.1642 -0.3413 2.2331
H 0.9190 1.7478 2.0887
H 0.2582 3.0265 1.0785
H -2.5367 1.6044 1.1462
H -2.8874 -0.0029 1.5043
H -4.3061 -0.0973 -0.3551
H -3.5592 1.4381 -1.0280
H 3.3598 -0.1439 -1.2288
H 1.9468 -0.7496 -1.9658
H 1.8189 -2.8121 -0.8908
H 3.6195 -2.4367 -0.2887
```

Mulliken atomic charge list, values in e, 5 entries: N -0.496; P 0.714; O -0.700; N -0.183; C -0.636

C7H7NSi | the ωB97M-V functional and the def2-TZVPD basis

For the strongest force on any atom, the calculation gives 5.14 eV Å⁻¹. Its LUMO energy is 0.04 eV.

XYZ file:
```
16
C7H7NSi, DFT the ωB97M-V functional and the def2-TZVPD basis
C 2.1190 0.4671 -0.1190
C 2.1189 -0.8789 0.1767
C 1.0337 1.1905 -0.2783
C 0.8184 -1.5316 0.1209
C -0.2048 0.6804 0.0941
C -0.3209 -0.7714 0.2042
C -1.4154 1.4016 0.2328
N -2.5462 0.8220 0.1842
Si -2.4427 -0.8585 -0.1390
H 3.0324 1.1544 -0.1150
H 3.0348 -1.3631 0.5295
H 1.1987 2.2201 -0.4465
H 0.8123 -2.5759 0.0768
H -1.4650 2.5434 0.2540
H -2.6846 -0.8353 -1.6491
H -3.0886 -1.6650 0.8737
```

Mulliken atomic charge list, values in e, 5 entries: C -0.042; C -0.536; C -0.749; C -0.305; C 0.697